Record 1
A structure of composition C22H22BF4N3O12P2W at a distorted geometry, computed with ωB97M-V/def2-TZVPD.

Positions of all 67 atoms, in Å:
H 5.535 2.746 -4.075
O -1.145 0.556 -4.244
H 6.544 -0.934 -6.857
N 1.673 -0.063 0.780
H -1.822 -2.573 0.148
H 3.576 2.452 -2.559
H 0.880 5.524 1.452
O -1.881 -0.088 -0.102
O -3.144 -1.911 -1.537
C 2.408 -1.303 0.948
C 5.028 -0.620 -4.329
H -1.062 -0.408 -4.172
H -1.383 -4.966 0.425
C 5.091 1.777 -3.916
O 1.677 -0.907 -1.740
P -3.037 -0.481 -1.009
C 1.580 3.492 1.447
F -2.425 -1.792 -3.774
H -5.095 1.648 -1.591
O -0.752 1.575 -1.876
C 3.416 0.343 -2.869
H -1.892 2.477 0.257
C -0.625 4.107 0.793
O -2.034 2.736 -3.700
N 0.152 -1.955 0.344
C -0.567 -4.263 0.473
F -0.724 -0.839 -2.117
H 2.814 -1.362 1.971
H -4.944 -1.090 -0.198
O 6.637 0.543 -5.421
O -4.325 -0.366 -0.087
C -3.322 0.754 -2.364
B -2.669 -2.703 -2.732
C 6.710 -0.821 -5.773
C -4.052 1.929 -1.723
C 2.215 1.068 1.327
C -0.812 -2.922 0.304
H -1.394 4.852 0.660
H -3.754 -0.548 -3.771
C 2.266 0.226 -2.044
C 1.413 -2.401 0.677
C 3.957 -0.811 -3.507
C -0.894 2.792 0.542
O -4.134 0.253 -3.378
O 3.284 1.140 1.926
F -1.542 -3.380 -2.425
C 1.727 -3.732 0.827
C 4.003 1.612 -3.082
P -1.703 1.350 -3.011
H 3.498 -1.772 -3.348
C 5.589 0.649 -4.540
O 1.651 1.256 -1.501
N 0.025 1.782 0.630
H 2.567 3.690 1.834
H -1.732 2.794 -4.608
H -3.624 2.140 -0.750
C 1.271 2.177 1.130
H 3.261 -1.357 0.249
H -3.993 2.816 -2.346
H 0.969 -5.751 0.805
F -3.700 -3.517 -3.078
H 7.709 -1.215 -5.530
C 0.655 4.493 1.243
W 0.220 0.062 -0.620
O 5.726 -1.544 -5.067
H 2.743 -4.007 1.065
C 0.738 -4.705 0.694

Properties
- charge = 0
- DFT total energy (eV) = -84175.85595
- HOMO (eV) = -6.39
- gap between HOMO and LUMO (Ha) = 0.2228

Record 2
A structure of composition C22H22Br2IN2O4S3Y at a distorted geometry, computed with ωB97M-V/def2-TZVPD.

Positions of all 57 atoms, in Å:
C -2.044 -2.409 1.583
H -1.138 -4.219 -1.070
H 1.348 3.614 -1.906
S -0.769 4.609 0.121
C 4.611 2.716 -2.131
S 1.020 2.316 0.704
H -1.171 1.524 5.365
N -2.059 -1.508 0.599
C -4.426 -1.779 0.439
C -0.159 -3.816 -0.792
H -0.032 -3.853 0.287
H 0.541 -0.023 6.327
C 0.658 -0.887 3.078
C -0.542 2.996 0.360
H -3.210 -0.454 -0.741
S -1.829 1.829 0.163
C 3.228 2.587 -2.068
H 4.840 6.078 -1.902
Br -3.075 -4.279 3.444
C -0.793 -1.338 -3.178
H -1.590 1.747 -2.448
H -0.507 -1.107 -4.209
C -4.417 -2.708 1.466
C 1.322 -1.817 2.066
H 1.235 -1.902 -2.707
C -3.232 -1.203 0.041
H 2.365 5.834 -1.825
H 0.160 -3.244 -3.115
O -0.826 -0.147 -2.407
O 1.528 -1.272 0.915
H 1.685 -1.643 4.787
C 5.185 3.976 -2.072
C 0.958 -0.928 4.426
C 0.219 -2.292 -2.585
H -5.328 -3.175 1.814
Br 5.758 1.222 -2.299
C -0.640 0.819 4.741
C -1.621 0.848 -3.053
C 2.423 3.709 -1.970
C -0.900 0.775 3.383
H -2.660 0.512 -3.135
N -0.254 -0.053 2.562
H -5.353 -1.494 -0.038
C 4.381 5.099 -1.960
H -1.228 1.053 -4.052
O -0.037 -2.460 -1.200
H 6.262 4.067 -2.110
C 0.310 -0.043 5.271
C 3.003 4.966 -1.916
H -1.788 -1.799 -3.179
Y 0.036 -0.063 0.127
H 0.624 -4.426 -1.246
H -1.632 1.427 2.921
O 1.541 -2.970 2.387
I 2.308 0.676 -2.128
C -3.197 -3.024 2.039
H -1.090 -2.663 2.026

Properties
- charge = 0
- DFT total energy (eV) = -216079.44063
- HOMO (eV) = -6.93
- gap between HOMO and LUMO (Ha) = 0.2469

Record 3
A structure of composition C22H22Br2IrN4O5 at a distorted geometry, computed with ωB97M-V/def2-TZVPD.

Positions of all 56 atoms, in Å:
C 0.750 -1.599 3.194
C -1.722 -0.350 2.660
H 0.003 2.379 1.081
H -2.078 -1.400 5.815
C 0.059 -2.346 -1.752
H -3.338 -1.326 4.557
C -1.187 -2.831 0.123
H -1.820 3.309 -3.597
H -0.939 4.576 -2.760
C -0.430 2.602 -2.148
C -2.428 -0.867 4.935
O 0.345 -0.071 -2.268
H -0.068 -1.929 5.137
Br 2.022 -0.374 -4.782
C -1.121 -4.203 -0.140
C 2.544 3.438 1.043
Ir -0.178 0.180 -0.276
C 1.467 -3.056 -4.010
O 1.180 -0.999 0.937
N -0.943 1.887 -1.057
C -0.199 -1.510 4.148
O -2.619 2.289 0.477
H -1.620 -4.895 0.522
C 0.442 -0.983 1.947
H -2.550 4.574 -0.984
H 2.033 -3.306 -4.897
N -0.605 -1.931 -0.641
O -2.857 0.009 2.467
H 2.498 1.069 -1.486
H 1.437 3.152 -0.763
N -1.386 -0.916 3.917
C 1.293 -1.704 -3.679
H 1.694 -2.097 3.347
N -0.687 -0.318 1.756
C -0.422 -4.644 -1.221
H -2.651 0.167 5.192
C 0.196 -3.714 -2.078
C -2.084 2.541 -0.569
C 2.942 1.655 -0.685
C 1.888 2.520 -0.002
Br 1.184 -5.852 -3.733
H -0.342 -5.700 -1.436
C 0.932 -4.040 -3.241
H 3.298 4.069 0.568
H -3.518 3.415 -1.874
H 3.421 0.980 0.031
H -1.732 -2.455 0.978
C 0.584 -1.320 -2.556
H 1.277 1.237 1.597
H 3.715 2.287 -1.127
H 1.812 4.088 1.526
C -2.507 3.633 -1.532
C 0.809 1.724 0.742
C -1.449 3.624 -2.623
H 3.041 2.851 1.820
O 0.613 2.479 -2.601

Properties
- 2S+1 = 2
- charge = 0
- DFT total energy (eV) = -182293.49397
- HOMO (spin up / spin down) (eV) = -7.97 / -8.02
- gap between HOMO and LUMO (spin up / spin down) (Ha) = 0.2721 / 0.2296
- energy relative to the best compared isomer or geometry (same formula, charge and spin) (kJ/mol) = 183.8

Record 4
The molecule C22H22ClN3O3S, computed with ωB97M-V/def2-TZVPD.

Positions of all 52 atoms, in Å:
C -2.890 1.518 -2.777
H -2.520 3.620 -2.574
H -1.717 2.229 1.827
C 3.040 -1.962 -1.487
C 1.880 -2.331 -2.139
C -1.681 -0.960 2.507
C 4.328 1.476 -0.128
C 0.688 1.488 0.837
H -3.228 -0.594 -2.652
H 3.920 -2.584 -1.523
C 3.094 -0.779 -0.763
C 0.137 0.243 1.515
H 4.276 1.729 -1.190
N -1.181 0.209 1.795
H -3.078 1.575 -3.837
N -0.897 -2.682 1.031
C 0.820 -0.324 -1.361
H -1.418 -5.896 -0.054
H -0.056 0.305 -1.335
C -2.104 1.277 1.454
O 0.876 -0.689 1.797
C -2.970 0.305 -2.114
C -2.576 2.666 -2.073
H 1.843 -3.257 -2.692
H -2.592 -4.860 0.862
N 1.944 1.163 0.188
C 1.967 0.043 -0.660
H -2.804 -0.699 -0.239
C 0.776 -1.496 -2.093
H -3.047 1.074 1.968
H 5.169 1.986 0.338
H -0.009 1.922 0.120
H 0.195 -3.973 -0.162
C -2.001 -2.140 1.567
H 0.925 2.240 1.600
H -1.519 -4.220 -1.975
C -2.386 1.381 -0.028
H -2.696 -3.239 -1.004
C -1.861 -3.919 -0.997
H -0.131 -1.756 -2.616
H -2.592 -0.694 3.043
C -1.800 -4.905 0.133
C 3.052 1.850 0.585
C -0.836 -3.758 0.088
O 3.007 2.729 1.420
O -3.147 -2.492 1.361
Cl -1.940 4.070 0.126
H -0.009 -2.265 1.295
H -0.915 -1.276 3.221
C -2.328 2.595 -0.711
C -2.723 0.243 -0.754
S 4.601 -0.312 0.020

Properties
- structure (SMILES) = O=C(CN(Cc1ccccc1Cl)C(=O)CN1C(=O)CSc2ccccc21)NC1CC1
- charge = 0
- DFT total energy (eV) = -57142.71005
- HOMO (eV) = -8.34
- gap between HOMO and LUMO (Ha) = 0.3292
- energy relative to the best compared isomer or geometry (same formula, charge and spin) (kJ/mol) = 9.3

Record 5
The molecule C22H22F3N3O4S at a distorted geometry, computed with ωB97M-V/def2-TZVPD.

Positions of all 55 atoms, in Å:
C 0.033 1.998 -1.048
C -1.022 2.326 1.524
H -3.940 2.815 -1.174
H -3.363 4.489 -0.963
C 2.315 -1.620 0.277
H 3.382 -1.743 0.205
C -1.222 2.576 -0.868
O -3.006 3.226 0.644
C 2.438 -1.102 2.702
C 0.773 1.658 0.067
H -0.116 2.326 4.132
H 5.283 -1.010 4.080
H -1.777 1.948 4.652
H 1.399 1.031 -2.359
C -3.799 3.625 -0.452
H -3.919 -1.380 -2.617
F 1.097 -2.152 -3.117
H -1.208 1.876 -3.710
H 0.912 2.634 -2.899
C -1.769 2.728 0.393
C 2.035 -2.100 -2.169
C 2.018 -0.803 3.980
C -2.689 -1.822 -0.936
C 0.550 1.713 -2.433
C 1.476 -1.762 -0.807
H -1.848 -2.291 -1.441
F 2.944 -1.194 -2.568
C -0.523 1.105 -3.352
S -2.044 -1.091 0.624
H -3.386 -2.594 -0.608
H -4.221 -0.347 -1.229
C 1.683 -1.294 1.494
H -4.761 3.906 -0.028
H 3.243 -0.502 5.811
C 3.182 -0.719 4.764
O -3.256 1.281 -2.885
N 0.366 -1.148 1.568
C -2.653 0.299 -2.489
O 3.788 -1.203 2.677
C -1.057 1.843 3.842
H -0.876 0.781 3.643
O -1.643 2.469 2.729
H 1.002 -0.671 4.291
N -1.339 0.114 -2.686
H 0.857 1.551 2.194
C -3.429 -0.826 -1.809
H -0.035 0.642 -4.216
H 1.768 1.248 -0.048
H -1.787 2.876 -1.733
F 2.661 -3.287 -2.168
H -0.852 -0.661 -2.257
N 0.161 -1.610 -0.742
C 0.256 1.831 1.344
C 4.224 -0.971 3.917
C -0.338 -1.304 0.456

Properties
- structure (SMILES) = COc1ccc(CCNC(=O)CCSc2nc(-c3ccco3)cc(C(F)(F)F)n2)cc1OC
- charge = 0
- DFT total energy (eV) = -54819.49001
- HOMO (eV) = -7.71
- gap between HOMO and LUMO (Ha) = 0.2631
- energy relative to the best compared isomer or geometry (same formula, charge and spin) (kJ/mol) = 31.4

Record 6
A structure of composition C22H22F3N5O3SZn at a distorted geometry, computed with ωB97M-V/def2-TZVPD.

Positions of all 57 atoms, in Å:
H -2.425 5.168 0.706
F 1.808 3.103 -2.382
C -0.533 -2.004 -2.106
H -2.589 -2.239 -4.343
H -1.369 -0.144 0.779
C -0.237 -3.618 1.530
C 0.496 -4.594 0.896
C -0.051 3.559 2.543
F 2.391 1.029 -3.010
H 0.313 3.469 3.572
C 1.247 1.521 1.937
H 0.020 -5.575 0.741
H 3.257 -2.599 0.516
H 2.274 2.775 3.335
C 3.074 0.820 3.301
C 1.842 -0.715 1.930
H 0.253 -1.917 -2.864
H -1.240 -2.729 -2.495
N 1.059 0.274 1.488
C -2.366 -0.364 0.365
H -1.248 0.005 -5.116
C -3.381 -1.826 -3.688
S -1.926 1.859 -2.856
H -1.338 5.264 3.004
H 3.397 -1.324 3.342
N -0.866 -0.345 -4.237
H -4.309 -1.943 -4.195
O 3.981 2.398 4.857
H -0.010 -2.440 -1.230
H 2.435 -5.003 0.051
N -0.366 2.545 0.404
C -1.786 -0.025 -3.147
H -2.987 0.584 0.386
Zn -0.074 1.098 -1.398
C 2.246 -2.963 0.764
C -1.027 4.498 2.251
N -3.119 -0.415 -3.527
H 0.099 0.009 -4.160
H -2.823 -1.056 1.063
C -1.268 3.454 0.111
C 1.795 -4.270 0.511
N 0.215 -2.428 1.884
H -3.523 -2.339 -2.687
C -1.143 -0.665 -1.816
C -1.605 4.488 0.981
C 1.847 1.765 -1.980
F 2.895 1.761 -1.035
C 4.056 1.209 4.415
C 0.276 2.611 1.561
C 2.228 1.822 2.852
H -1.277 -3.839 1.827
O 4.869 0.324 4.713
O -2.272 -0.852 -0.956
H -3.752 0.042 -2.915
C 2.843 -0.503 2.884
H -1.738 3.406 -0.896
C 1.430 -2.122 1.540

Properties
- charge = -2
- DFT total energy (eV) = -104170.80865
- HOMO (eV) = -1.58
- gap between HOMO and LUMO (Ha) = 0.2246

Record 7
A structure of composition C22H22IrN3O2 at a distorted geometry, computed with ωB97M-V/def2-TZVPD.

Positions of all 50 atoms, in Å:
H -4.155 -0.507 3.522
H 1.039 2.072 -2.950
H 1.679 -0.895 -4.158
H -1.448 4.440 -2.783
C -1.626 3.567 -2.172
C 0.782 2.800 -2.180
H 2.066 2.012 2.189
H 3.978 -0.460 -4.957
C 4.239 0.916 -1.898
C -3.651 1.177 -0.267
C -2.787 -0.884 1.902
C -2.836 3.121 -1.648
H 3.366 1.595 0.423
H 5.639 0.672 -3.479
H -3.811 3.572 -1.757
N -0.861 0.541 1.639
H -5.174 -3.716 0.886
C -4.510 -2.910 1.171
H -3.129 -3.266 -0.453
C -3.376 -2.672 0.418
H -2.107 0.652 3.243
C 4.627 0.512 -3.136
C -2.516 -1.637 0.765
N 1.469 0.841 0.503
H -3.615 1.324 0.812
H 1.437 2.626 -1.336
C -0.645 2.680 -1.795
C -3.949 -1.126 2.655
C 1.385 1.204 1.923
O -1.443 -1.407 -0.019
H 1.656 0.327 2.517
Ir -0.261 0.119 -0.262
C 1.998 0.003 -2.252
O 0.762 -0.272 -1.892
C 2.589 1.067 -0.125
C -1.899 0.159 2.295
H 4.941 1.416 -1.241
C -2.601 1.961 -0.951
H -4.630 1.498 -0.613
C -4.815 -2.124 2.293
H -0.201 1.762 3.250
H 0.972 3.793 -2.579
H -5.716 -2.309 2.862
C -0.027 1.603 2.187
H -3.541 0.117 -0.458
H -0.258 2.534 1.660
N -1.228 1.674 -1.019
C 2.918 0.675 -1.433
C 2.405 -0.388 -3.537
C 3.686 -0.143 -3.964

Properties
- 2S+1 = 2
- charge = +1
- DFT total energy (eV) = -34567.67599
- HOMO (spin up / spin down) (eV) = -10.17 / -10.16
- gap between HOMO and LUMO (spin up / spin down) (Ha) = 0.2068 / 0.1838
- energy relative to the best compared isomer or geometry (same formula, charge and spin) (kJ/mol) = 60.7

Record 8
A cluster of 4 separate species, C22H22N2O4 in total at a distorted geometry, computed with ωB97M-V/def2-TZVPD.

Positions of all 50 atoms, in Å:
C -46.678 26.094 -28.372
C -52.061 32.961 -30.856
C -49.054 28.519 -34.111
H -49.001 30.533 -31.526
C -49.487 29.424 -33.217
C -42.965 28.516 -31.508
N -52.053 31.689 -30.705
C -51.265 33.785 -29.937
H -52.543 33.283 -31.717
C -47.626 28.033 -34.052
H -44.685 28.586 -32.686
H -47.035 27.167 -30.567
H -45.520 25.986 -28.387
H -41.907 31.269 -33.830
C -48.557 29.860 -32.178
C -47.464 26.782 -29.536
C -43.186 30.680 -32.146
O -46.742 25.244 -26.122
C -51.512 31.032 -29.702
C -48.878 26.995 -29.354
C -47.367 25.701 -27.173
H -50.729 31.407 -27.813
H -51.300 34.804 -30.295
H -49.764 28.093 -34.984
H -41.553 27.355 -32.494
C -50.786 33.168 -28.761
O -45.430 28.151 -33.127
C -46.733 28.543 -33.107
H -40.673 29.079 -33.748
H -46.686 29.618 -31.440
H -47.428 24.831 -25.601
H -43.912 31.519 -32.195
C -51.066 31.854 -28.611
H -50.190 33.899 -28.124
H -50.700 30.202 -32.360
C -41.941 28.301 -32.358
O -49.642 27.583 -30.353
H -49.463 25.845 -26.264
H -47.289 27.489 -34.804
C -42.109 30.576 -33.020
H -43.373 27.706 -30.710
O -50.781 29.673 -33.077
C -41.453 29.391 -33.184
H -51.706 29.929 -29.480
H -48.968 27.739 -31.022
C -49.504 26.637 -28.129
C -48.803 26.112 -27.125
H -50.395 26.621 -28.186
N -43.590 29.696 -31.316
C -47.264 29.417 -32.162

Properties
- structure (SMILES) = Oc1ccc(O)cc1.Oc1ccc(O)cc1.c1ccncc1.c1ccncc1
- charge = 0
- DFT total energy (eV) = -34333.52143
- HOMO (eV) = -7.77
- gap between HOMO and LUMO (Ha) = 0.2976
- energy relative to the best compared isomer or geometry (same formula, charge and spin) (kJ/mol) = 933.0

Record 9
A structure of composition C22H22N3O4Ru, computed with ωB97M-V/def2-TZVPD.

Positions of all 52 atoms, in Å:
Ru 0.097 1.644 -0.220
H 1.576 -3.302 -1.217
C -0.949 -1.276 -0.146
C -3.370 3.950 -0.819
C 0.227 -1.691 -0.865
N -1.328 0.030 -0.322
N 2.067 0.975 0.306
H -4.917 2.376 -0.859
H 0.566 0.196 -1.913
H 1.831 -1.020 -2.117
H -1.022 -1.187 -3.270
C 3.605 -0.042 1.790
C 2.318 0.343 1.452
H -3.330 -2.771 1.845
O 0.110 0.959 1.944
N -1.609 2.553 -0.519
H 0.425 -0.721 -4.173
C 1.088 0.319 2.322
C 0.069 -3.825 0.229
H -1.247 4.646 -0.661
C 2.596 2.335 -1.511
H 3.135 3.425 -2.971
C -1.652 -2.186 0.727
H 5.661 -0.022 1.161
H -3.910 4.873 -0.952
H 5.181 1.352 -0.880
H -3.397 -0.289 -0.594
H -2.004 -0.127 2.682
C -3.882 2.673 -0.770
H -3.589 -1.251 1.064
C 3.072 1.362 -0.481
C -2.602 0.433 -0.477
H 0.265 -2.359 -3.540
H 0.458 -4.824 0.380
H 3.823 -0.544 2.725
H -3.311 -0.970 3.510
H -1.710 -1.695 3.444
C 0.060 -1.309 -3.333
H -1.583 -4.147 1.547
C -2.435 -1.108 2.879
O 1.420 2.744 -1.459
C -2.781 1.792 -0.576
H 1.860 -0.771 3.714
C -1.973 3.845 -0.664
C 4.647 0.268 0.919
C -2.837 -1.833 1.590
O 1.052 -0.300 3.459
O 3.470 2.740 -2.357
C 0.721 -2.952 -0.652
C 4.386 1.017 -0.225
C 0.751 -0.889 -2.029
C -1.097 -3.441 0.885

Properties
- 2S+1 = 5
- charge = +3
- DFT total energy (eV) = -38384.89353
- HOMO (spin up / spin down) (eV) = -17.87 / -18.10
- gap between HOMO and LUMO (spin up / spin down) (Ha) = 0.2646 / 0.2074
- energy relative to the best compared isomer or geometry (same formula, charge and spin) (kJ/mol) = 0.0